The following is a quantum chemistry calculation of a single C3HNOS molecule at a distorted geometry, from OMol25.

```
! wB97M-V def2-TZVPD RIJCOSX def2/J DEFGRID3
* xyz 0 1
N -1.4433 -0.5188 1.9469
C -0.4935 -0.4806 1.2240
C 0.5292 -0.2841 0.2626
O 1.5909 -0.8290 0.3551
C 0.1491 0.5369 -0.9371
S -1.3327 1.1132 -1.1931
H 1.0001 0.4625 -1.6584
*
```

ΔE to the lowest compared entry with this formula, charge and spin	7.82	kcal per mole
SMILES	N#CC(=O)C=S
HOMO-LUMO gap	7.6702	eV
highest occupied orbital energy	-10.00	eV

---

The following is a quantum chemistry calculation of C3HO2 as an isolated structure at a distorted geometry, from OMol25.

```
! wB97M-V def2-TZVPD RIJCOSX def2/J DEFGRID3
* xyz -1 1
C -0.5763 -0.9023 1.3734
C 0.9400 0.8323 -1.7765
C 0.0387 -0.1122 0.6876
O -0.0814 1.0550 -2.3228
O 0.6009 0.8094 0.0590
H -0.9219 -1.6822 1.9793
*
```

ΔE to the lowest compared entry with this formula, charge and spin	28.66	kcal per mole
HOMO-LUMO gap	7.8615	eV
highest occupied orbital energy	-3.23	eV

---

The following is a quantum chemistry calculation of C3HO3S as an isolated structure at a distorted geometry, from OMol25.

```
! wB97M-V def2-TZVPD RIJCOSX def2/J DEFGRID3
* xyz -1 1
C 0.2472 0.1989 0.0780
C -0.0324 0.0238 1.4555
C 1.8088 -0.0779 2.2859
O -0.7821 -0.1511 2.3533
O 1.3424 -0.2133 3.3861
O 1.0412 -0.4511 -0.6222
S 2.9445 -0.2689 1.1718
H -0.2202 1.2679 -0.2017
*
```

ΔE to the lowest compared entry with this formula, charge and spin	57.06	kcal per mole
HOMO-LUMO gap	6.6174	eV
highest occupied orbital energy	-2.88	eV

---

Question: Among the records above, which one has the lowest highest occupied orbital energy?
Answer: C3HNOS

---

Question: ΔE to the lowest compared entry with this formula, charge and spin of number 2 (C3HO2)?
Answer: 28.66 kcal per mole

---

Question: Among the records above, which one has the lowest HOMO-LUMO gap?
Answer: C3HO3S